C6H11N | ωB97M-V/def2-TZVPD

Calculated values
ΔE to the lowest compared entry with this formula, charge and spin   479.13 kJ/mol
Maximum force   0.016 Eh/bohr
E_LUMO   0.03100 Eh

Structure (ORCA input):
```
! RIJCOSX wB97M-V def2-TZVPD def2/J DEFGRID3
* xyz 0 1
C -0.823 0.270 -0.423
C -0.006 1.276 0.398
C 0.755 -1.575 0.543
C -2.138 -0.215 0.116
N -0.110 -1.130 -0.565
C 1.312 1.565 -0.155
C 2.386 1.787 -0.648
H 0.368 -1.239 -1.461
H -0.903 0.619 -1.455
H -0.595 2.196 0.440
H 0.086 0.928 1.430
H 1.061 -2.605 0.364
H 1.640 -0.950 0.647
H 0.163 -1.539 1.458
H -1.264 -1.490 -0.353
H -2.999 0.166 -0.427
H -2.261 -0.042 1.187
H 3.329 1.979 -1.094
*
```


C6H11N | ωB97M-V/def2-TZVPD

Calculated values
ΔE to the lowest compared entry with this formula, charge and spin   181.20 kJ/mol
SMILES   C/C=C/C/C=C/N
Maximum force   0.056 Eh/bohr
E_LUMO   0.04358 Eh

Structure (ORCA input):
```
! RIJCOSX wB97M-V def2-TZVPD def2/J DEFGRID3
* xyz 0 1
C -2.579 0.892 1.307
C -1.286 0.468 0.683
C -0.785 1.134 -0.360
C 0.650 1.050 -0.782
C 1.143 -0.379 -1.098
C 1.617 -1.180 -0.137
N 2.235 -2.400 -0.461
H -3.140 1.649 0.758
H -3.223 0.029 1.496
H -2.418 1.331 2.296
H -0.649 -0.240 1.202
H -1.494 1.797 -0.845
H 0.787 1.491 -1.774
H 1.408 1.467 -0.130
H 1.113 -0.789 -2.101
H 1.270 -1.086 0.888
H 2.554 -2.901 0.346
H 2.798 -2.333 -1.289
*
```


C6H11N | ωB97M-V/def2-TZVPD

Calculated values
ΔE to the lowest compared entry with this formula, charge and spin   180.66 kJ/mol
SMILES   CC[C@H](C)C1=NC1
Maximum force   0.012 Eh/bohr
E_LUMO   0.03740 Eh

Structure (ORCA input):
```
! RIJCOSX wB97M-V def2-TZVPD def2/J DEFGRID3
* xyz 0 1
C 2.147 0.363 -0.062
C 1.117 -0.717 -0.383
C -0.360 -0.269 -0.443
C -0.566 1.031 -1.229
C -1.035 -0.218 0.887
N -1.063 0.327 2.017
C -2.122 -0.719 1.700
H 2.186 1.128 -0.844
H 3.146 -0.084 0.000
H 1.940 0.858 0.893
H 1.208 -1.540 0.337
H 1.356 -1.146 -1.364
H -0.897 -1.063 -0.969
H -1.621 1.309 -1.272
H -0.023 1.871 -0.789
H -0.213 0.900 -2.256
H -2.059 -1.667 2.229
H -3.139 -0.365 1.547
*
```